[1]
The following is a quantum chemistry calculation of a structure of composition C9H13Cl3F2N2RhS3Si at a distorted geometry, from OMol25.

Last column: natural (NBO) charge in e.
Positions of all 34 atoms, in Å:
F 0.68197 0.29209 -3.64659  -0.429
C 4.62841 0.30054 -0.42942  -0.068
C -4.72121 1.04063 1.30889  -0.650
Rh -0.60992 0.00512 -0.94394  0.215
Cl 0.62721 0.74582 2.58626  -0.485
C -0.61711 0.16532 -3.13057  0.336
H 2.54798 0.46005 -2.81344  0.464
H 4.73381 1.62596 -2.18695  0.226
H -4.81672 2.04524 0.90361  0.228
N 3.69553 -0.65445 -0.11539  -0.353
C -3.15933 -0.90470 0.99049  -0.207
H -4.66640 -1.16438 2.52292  0.199
H -4.51898 1.11154 2.37847  0.215
C 2.75086 -0.68347 -1.08948  0.265
S 1.45729 -1.73791 -1.14619  -0.200
H 5.43930 0.52776 0.23124  0.223
H -3.05509 -1.77947 2.92924  0.220
H 4.27319 -2.29355 1.05506  0.195
F -1.24534 1.30527 -3.58393  -0.388
Cl -0.57716 3.36694 1.14904  -0.455
C 3.61343 -1.42297 1.08853  -0.417
Cl 2.38735 2.35505 0.44848  -0.520
C 4.27679 0.84635 -1.61456  -0.057
S -1.90450 -1.75570 0.18064  -0.153
H 2.58421 -1.77087 1.18279  0.265
Si 0.34792 1.54443 0.61090  0.946
C -3.59588 0.33679 0.59870  -0.193
H 3.87411 -0.79879 1.94034  0.218
S -2.97951 1.15775 -0.76961  -0.014
N 3.12808 0.22123 -2.02426  -0.519
H -5.66695 0.51270 1.16519  0.205
H -4.06366 -2.66142 1.79269  0.218
C -3.78484 -1.66269 2.12788  -0.645
H -1.06484 -0.67619 -3.69704  0.114

Output
max |F| = 2.34 eV/A
E_HOMO (alpha / beta) = -3.85 / -3.88 eV
frontier orbital gap (alpha / beta) = 5.637 / 6.425 eV
total charge = -1
LUMO (alpha / beta) = 1.78 / 2.55 eV


[2]
The following is a quantum chemistry calculation of a structure of composition C9H13ClNOP at a distorted geometry, from OMol25.

Last column: natural (NBO) charge in e.
Positions of all 26 atoms, in Å:
H 5.86284 -0.75968 0.38096  0.229
H -2.57420 -1.56578 2.57026  0.207
C -2.20574 -1.60778 1.55829  -0.611
H -2.24967 1.16383 -0.59975  0.227
H -1.22434 0.52973 1.52624  0.237
C -1.09713 1.03468 -2.65303  -0.622
C 2.68905 -0.82280 -0.46057  -0.142
O -1.43000 -1.70044 -1.15644  -1.098
H -2.99701 -1.24151 1.02073  0.203
H -1.99633 -2.61839 1.30493  0.231
H -0.07685 1.18792 -2.82172  0.213
C 4.81695 -0.33744 0.31940  -0.250
P -0.74588 -0.59492 -0.53317  1.691
H -0.21490 -0.98275 1.86160  0.232
H 4.18240 -2.21543 -0.87280  0.249
C -1.12678 -0.56794 1.32430  -0.749
Cl 1.47267 -1.84166 -1.29660  0.044
C 3.97109 -1.20832 -0.38848  -0.196
C 4.38057 0.87931 0.77711  0.019
H -0.72202 1.80977 -0.73204  0.235
C 2.27690 0.31597 0.11634  0.206
H -1.77476 1.87042 -3.01840  0.223
H 5.08525 1.52015 1.29926  0.208
N 3.09729 1.16085 0.66334  -0.426
H -1.41907 -0.06401 -2.97564  0.235
C -1.25346 1.02859 -1.14001  -0.795

Output
max |F| = 4.72 eV/A
E_HOMO (alpha / beta) = -8.85 / -6.98 eV
frontier orbital gap (alpha / beta) = 8.658 / 6.201 eV
total charge = 0
energy relative to the best compared isomer or geometry (same formula, charge and spin) = 3.713 eV
LUMO (alpha / beta) = -0.20 / -0.78 eV


[3]
The following is a quantum chemistry calculation of an isolated molecule of C9H13ClO at a distorted geometry, from OMol25.

Last column: natural (NBO) charge in e.
Positions of all 24 atoms, in Å:
C 0.21927 -0.05115 0.02590  -0.165
H -2.15457 -2.48868 0.46421  0.224
H 0.50343 2.97838 0.13520  0.218
C 0.19296 1.12057 -0.63896  0.103
H -0.46893 1.55862 -2.63512  0.226
H -1.65099 0.60919 -1.64053  0.237
C -0.81080 1.39426 -1.66611  -0.652
H 0.87004 0.96114 2.73032  0.209
H 1.48820 2.65849 -1.15972  0.219
C 1.10697 2.19680 -0.23648  -0.656
H -2.56513 -0.75998 0.69461  0.221
C 1.02550 -0.44601 1.26080  0.271
C -0.58517 -1.71952 -1.52548  -0.431
C 1.38080 0.07640 2.46316  -0.330
H -1.24884 -2.53484 -1.85168  0.204
H -1.21119 -1.37117 1.60870  0.237
H 1.80179 1.71538 0.50002  0.243
H -1.21255 2.42905 -1.42226  0.212
H 1.40635 -1.92148 -0.05528  0.496
Cl 2.42985 -0.51828 3.65858  0.036
O 1.62746 -1.66817 0.96078  -0.699
H 0.37479 -1.57354 -1.98029  0.197
C -0.75413 -1.12664 -0.34950  0.035
C -1.76510 -1.51882 0.65912  -0.656

Output
max |F| = 3.83 eV/A
SMILES string = C=C(C)C(=C(C)C)/C(O)=C/Cl
E_HOMO = -8.42 eV
frontier orbital gap = 9.156 eV
total charge = 0
energy relative to the best compared isomer or geometry (same formula, charge and spin) = 1.526 eV
LUMO = 0.74 eV


[4]
The following is a quantum chemistry calculation of the ion C9H13FN with charge +1, from OMol25.

Last column: natural (NBO) charge in e.
Positions of all 24 atoms, in Å:
C -0.41191 0.27116 0.07361  0.024
C -1.03229 -0.91233 -0.31027  -0.167
H 2.91411 -0.35867 -0.51142  0.229
H -0.84148 2.24737 0.82882  0.245
H -4.25808 -0.08535 0.34891  0.261
N -2.57169 1.12446 0.61259  -0.396
C 1.35161 1.70909 -0.97444  -0.605
H 2.75644 -2.45235 0.57586  0.236
F -2.98158 -2.17820 -0.58759  -0.264
C -1.24603 1.29408 0.53143  0.082
C 1.07114 0.52756 -0.02481  -0.255
H -3.13884 1.89065 0.95272  0.453
C -2.40974 -1.05252 -0.21748  0.394
H -0.45182 -1.72784 -0.70731  0.266
H 2.19973 -1.21448 1.72142  0.212
H 0.61100 1.80155 -1.76428  0.214
C 1.89963 -0.71424 -0.35637  -0.400
C 1.98186 -1.72576 0.78936  -0.610
H 1.39369 0.83272 0.97133  0.230
H 1.06326 -2.28839 0.94494  0.195
C -3.18850 -0.01569 0.26014  -0.009
H 2.31613 1.56398 -1.44527  0.239
H 1.39110 2.64159 -0.42292  0.221
H 1.58228 -1.17842 -1.28896  0.205

Output
max |F| = 0.66 eV/A
SMILES string = CC[C@@H](C)c1c[nH+]cc(F)c1
E_HOMO = -14.50 eV
frontier orbital gap = 9.827 eV
total charge = +1
energy relative to the best compared isomer or geometry (same formula, charge and spin) = 0.000 eV
LUMO = -4.67 eV


[5]
The following is a quantum chemistry calculation of a cluster of 2 separate species, C9H13FN3S in total at a distorted geometry, from OMol25.

Last column: natural (NBO) charge in e.
Positions of all 27 atoms, in Å:
H 0.03463 1.39069 3.42488  0.423
H -0.87073 2.40390 -1.39481  0.237
H 0.95856 1.23739 -2.28345  0.273
S 1.27558 -0.82479 3.15576  -0.020
C -1.02835 1.48588 -1.92446  -0.430
C 0.23337 0.67117 -1.65458  -0.367
H 2.05373 -1.56533 2.14800  0.248
H 0.13575 -0.71888 -3.31034  0.237
H 3.50126 -2.59419 0.77968  0.422
H -1.71955 2.62240 2.27717  0.245
H 1.30336 -1.20769 -2.36899  0.237
C -2.42768 0.44394 -0.19519  0.289
N 0.96599 0.27630 0.73150  -0.403
C 0.61635 0.29702 1.98265  0.270
H -2.75281 -0.01884 -2.24478  0.251
F -3.23225 -0.55579 0.18362  -0.304
N -0.04960 1.36349 2.44657  -0.562
H -0.99781 1.84007 -2.97995  0.254
C 0.34578 -0.80623 -2.27099  -0.575
C 0.46321 0.64139 -0.26833  0.585
H 1.68386 -2.69823 0.83195  0.412
H -0.44972 -1.26806 -1.76004  0.222
C -1.29307 1.73549 1.87092  -0.077
H 2.73231 -3.35119 2.11164  0.415
C -2.19451 0.69534 -1.49349  -0.210
C -1.90022 1.15635 0.86687  -0.015
N 2.61254 -2.65160 1.33820  -1.059

Output
max |F| = 3.98 eV/A
E_HOMO (alpha / beta) = -11.45 / -10.95 eV
frontier orbital gap (alpha / beta) = 6.973 / 6.449 eV
total charge = +1
energy relative to the best compared isomer or geometry (same formula, charge and spin) = 5.137 eV
LUMO (alpha / beta) = -4.47 / -4.50 eV


[6]
The following is a quantum chemistry calculation of a structure of composition C9H13GaO5P at a distorted geometry, from OMol25.

Last column: natural (NBO) charge in e.
Positions of all 29 atoms, in Å:
H 2.51946 -1.21859 -1.15215  0.281
C -1.89953 1.05061 1.35894  0.568
C 1.72937 -1.90501 -0.83774  -1.030
H 2.16308 -2.91240 -0.80593  0.327
C 0.77999 2.37579 0.57071  0.560
H 0.92927 -1.90322 -1.58331  0.242
O -2.25473 0.71570 2.40030  -0.223
H -0.97712 -1.84278 1.80335  0.262
H 3.38262 -1.33417 1.64877  0.297
Ga -0.63981 1.11709 -0.38442  0.988
H -3.46848 2.29708 -1.13115  0.252
O -2.31078 -1.37441 -1.59335  -0.204
H -2.42343 2.31828 -2.68133  0.250
O 0.72032 0.04443 0.82140  -1.151
C -1.75516 -0.46193 -1.17998  0.550
O 1.67588 2.70914 1.19788  -0.229
C -0.28522 -2.44337 1.18918  -1.030
O 1.30369 0.84118 -2.95920  -0.210
H -0.89689 3.96673 -1.63168  0.258
H 2.51622 -2.79368 2.16186  0.303
C 2.41342 -1.71596 1.99497  -1.009
H -0.77706 -2.78764 0.26693  0.261
H 2.14808 -1.24099 2.94837  0.299
C 0.50684 1.09883 -2.16981  0.562
C -2.58029 2.68738 -1.65496  -0.329
C -1.74447 3.53192 -1.07979  -0.359
H -1.94344 3.94330 -0.07703  0.261
P 1.13861 -1.44225 0.77683  1.928
H 0.02955 -3.32108 1.78234  0.325

Output
max |F| = 5.91 eV/A
E_HOMO = -22.25 eV
frontier orbital gap = 9.048 eV
total charge = +3
energy relative to the best compared isomer or geometry (same formula, charge and spin) = 0.267 eV
LUMO = -13.21 eV